Density functional theory data (wB97M-V/def2-TZVPD) for a cluster of 2 separate species, C36H43NO4 in total in a non-equilibrium geometry.

Frontier orbital gap = 3.684 eV
Total charge = 0
Largest force on an atom = 2.81 eV Å⁻¹

Positions of all 84 atoms, in Å:
C  -2.15  4.08  -1.53
C  -1.88  3.97  -0.06
O  -1.68  2.56  0.20
C  -1.35  2.39  1.50
C  -1.54  1.09  2.12
C  -1.77  1.12  3.60
C  -0.74  1.90  4.39
C  -1.04  2.00  5.88
C  -2.43  2.57  6.16
C  -3.55  1.92  5.35
C  -3.19  1.71  3.88
C  -2.29  0.03  1.45
O  -2.81  -0.87  2.11
O  -2.46  0.08  0.12
C  -3.50  -0.83  -0.32
C  -3.71  -0.50  -1.77
O  -1.00  3.40  2.15
H  -2.19  5.12  -1.86
H  -1.37  3.58  -2.12
H  -3.11  3.62  -1.77
H  -0.99  4.54  0.25
H  -2.76  4.28  0.53
H  -1.78  0.06  3.89
H  0.25  1.46  4.24
H  -0.71  2.90  3.93
H  -0.96  1.01  6.34
H  -0.27  2.63  6.34
H  -2.66  2.48  7.23
H  -2.43  3.65  5.93
H  -3.85  0.97  5.81
H  -4.43  2.58  5.39
H  -3.23  2.68  3.37
H  -3.93  1.05  3.41
H  -3.18  -1.87  -0.17
H  -4.39  -0.63  0.28
H  -4.25  -1.29  -2.30
H  -4.31  0.41  -1.85
H  -2.75  -0.32  -2.27
C  -0.75  3.05  -4.61
C  0.57  3.48  -4.80
C  1.62  2.56  -4.68
C  1.35  1.24  -4.33
C  2.50  0.30  -4.04
N  2.18  -0.74  -3.03
C  2.37  -2.14  -3.45
C  3.40  -2.95  -2.69
C  3.08  -4.26  -2.33
C  4.03  -5.08  -1.71
C  5.33  -4.60  -1.53
C  5.64  -3.28  -1.85
C  4.68  -2.45  -2.44
C  1.53  -0.42  -1.90
C  0.99  -1.37  -1.03
C  0.55  -1.12  0.27
C  0.81  -2.12  1.27
C  1.45  -1.78  2.49
C  2.12  -2.77  3.23
C  2.04  -4.12  2.85
C  1.28  -4.48  1.73
C  0.66  -3.50  0.96
C  0.03  0.79  -4.27
C  -1.02  1.70  -4.35
H  -1.58  3.76  -4.68
H  0.78  4.52  -5.05
H  2.65  2.87  -4.83
H  2.82  -0.20  -4.96
H  3.35  0.87  -3.64
H  1.40  -2.67  -3.45
H  2.67  -2.07  -4.51
H  2.07  -4.64  -2.54
H  3.75  -6.08  -1.40
H  6.10  -5.27  -1.13
H  6.64  -2.88  -1.65
H  4.92  -1.41  -2.70
H  1.42  0.65  -1.65
H  0.98  -2.41  -1.39
H  0.15  -0.15  0.55
H  1.52  -0.72  2.75
H  2.72  -2.47  4.08
H  2.55  -4.89  3.43
H  1.18  -5.53  1.44
H  0.10  -3.78  0.06
H  -0.18  -0.28  -4.12
H  -2.05  1.34  -4.23